1.
Molecular formula: C6H8NaO6
Method: DFT, ωB97M-V/def2-TZVPD

Last column: natural (NBO) charge in e.
Cartesian coordinates (Å):
O -3.380 0.845 0.119  -0.603
C -4.684 0.521 -0.154  0.945
O -5.565 0.836 0.679  -0.824
O -4.837 -0.150 -1.203  -0.814
C -2.902 0.875 1.514  -0.091
H -3.315 1.796 1.958  0.151
H -3.390 0.034 2.032  0.143
C -1.416 0.789 1.608  -0.937
H -1.111 0.851 2.671  0.162
H -1.062 -0.189 1.222  0.158
O 2.693 0.249 -1.646  -0.478
C 2.556 0.289 -0.322  0.976
C 3.269 -1.004 -2.057  -0.101
O 1.736 0.981 0.270  -0.620
O 3.076 -0.792 0.252  -0.468
C 3.687 -1.644 -0.731  -0.102
Na -0.051 2.367 0.268  0.706
H 4.110 -0.790 -2.723  0.196
H 2.505 -1.582 -2.589  0.205
H 4.771 -1.619 -0.568  0.187
H 3.309 -2.662 -0.599  0.209

gap between HOMO and LUMO: 4.16 eV
net charge: -1
LUMO: 1.60 eV
HOMO energy: -2.56 eV
multiplicity: 1
E_tot: -847.15598 a.u.

=====

2.
Molecular formula: C14H23NO2
Method: DFT, ωB97M-V/def2-TZVPD

Last column: natural (NBO) charge in e.
Cartesian coordinates (Å):
C -3.132 -3.134 0.607  -0.636
C -3.022 -1.686 0.172  0.100
C -4.461 -1.110 0.181  -0.271
C -4.412 0.276 -0.237  -0.160
C -3.137 0.872 -0.592  -0.309
C -1.906 0.336 -0.309  0.303
O -0.783 1.123 -0.383  -0.514
C -0.715 2.386 -0.854  -0.039
C 0.889 2.474 -0.995  -0.312
C 1.586 2.990 0.493  -0.389
C 1.658 1.655 1.229  -0.433
C 2.583 0.579 0.994  -0.212
N 2.262 -0.152 -0.330  -0.694
C 3.090 -1.031 -0.880  -0.209
C 2.734 -2.382 0.114  -0.110
O 3.346 -3.550 -0.681  -0.731
C -1.824 -0.902 -0.001  -0.314
H -2.228 -3.576 0.558  0.209
H -3.394 -3.219 1.604  0.222
H -4.083 -3.527 0.072  0.221
H -5.332 -1.483 0.005  0.199
H -5.342 0.922 -0.508  0.214
H -3.143 2.055 -0.687  0.204
H -1.125 2.849 0.018  0.175
H -1.075 2.664 -1.674  0.163
H 1.411 1.893 -1.389  0.168
H 0.909 3.440 -1.501  0.172
H 1.034 3.793 0.947  0.218
H 2.539 3.252 0.128  0.204
H 0.605 1.179 1.577  0.224
H 2.032 1.958 2.418  0.198
H 2.781 -0.318 1.674  0.209
H 3.673 1.229 0.663  0.158
H 1.200 -0.270 -0.250  0.379
H 4.047 -0.702 -1.033  0.195
H 2.794 -1.322 -1.866  0.200
H 1.692 -2.558 0.075  0.169
H 3.049 -2.247 1.205  0.167
H 4.212 -3.256 -0.536  0.449
H -1.013 -1.498 -0.029  0.215

gap between HOMO and LUMO: 8.44 eV
LUMO: 0.81 eV
HOMO energy: -7.63 eV
multiplicity: 1
E_tot: -752.07886 a.u.
SMILES string: Cc1cccc(OCCCCCNCCO)c1

=====

3.
Molecular formula: C24H31BN13OSTi
Method: DFT, ωB97M-V/def2-TZVPD

Last column: Löwdin charge in e.
Cartesian coordinates (Å):
Ti 0.552 0.254 -0.778  1.014
C -1.767 -2.431 1.797  -0.031
C -1.378 -1.929 0.554  -0.126
N -0.342 -1.112 0.688  -0.016
N -0.011 -1.100 1.999  0.032
C -0.875 -1.870 2.685  -0.065
B 1.228 -0.287 2.484  -0.625
N 2.446 -0.578 1.559  0.035
C 3.627 -1.145 1.858  -0.046
C 4.415 -1.133 0.725  -0.039
C 3.617 -0.523 -0.243  -0.127
N 2.441 -0.184 0.270  -0.043
N 0.913 1.210 2.317  0.039
C 0.970 2.265 3.148  -0.050
C 0.669 3.399 2.425  -0.043
C 0.433 2.936 1.131  -0.167
N 0.582 1.618 1.067  -0.026
N 1.592 -0.734 3.892  -0.017
C 1.737 -2.022 4.304  -0.119
C 2.360 -2.011 5.524  -0.064
C 2.577 -0.645 5.784  -0.152
N 2.129 0.113 4.802  0.074
H -2.576 -3.104 2.016  0.099
H -1.789 -2.119 -0.424  0.114
H -0.798 -1.968 3.754  0.122
H 3.836 -1.494 2.855  0.121
H 5.420 -1.502 0.622  0.095
H 3.825 -0.334 -1.284  0.116
H 1.233 2.122 4.180  0.101
H 0.612 4.410 2.787  0.095
H 0.102 3.473 0.258  0.093
H 1.409 -2.845 3.690  0.125
H 2.617 -2.858 6.136  0.092
H 3.038 -0.186 6.644  0.101
N -1.085 3.617 -3.059  0.099
C -0.945 2.336 -3.438  -0.903
S -0.283 1.928 -4.927  0.588
N -1.337 1.451 -2.473  -0.194
N -0.817 0.161 -2.496  -0.033
C -1.117 -0.676 -3.408  -0.083
C -0.523 -1.994 -3.370  -0.140
C -1.022 -3.010 -4.193  -0.041
C -0.483 -4.277 -4.162  -0.096
C 0.588 -4.536 -3.304  -0.080
C 1.110 -3.545 -2.499  -0.006
C 0.569 -2.250 -2.511  -0.320
O 1.109 -1.320 -1.748  -0.207
H -0.863 4.335 -3.722  0.092
H -1.383 3.808 -2.114  0.067
H -1.817 -0.414 -4.196  0.122
H -1.849 -2.782 -4.856  0.114
H -0.880 -5.059 -4.795  0.098
H 1.020 -5.528 -3.271  0.103
H 1.946 -3.736 -1.839  0.116
C -3.488 0.583 -1.041  -0.048
C -2.674 1.787 -0.553  -0.628
C -2.580 1.722 0.970  -0.046
C -3.450 3.054 -0.941  -0.064
N -1.296 1.837 -1.098  -0.067
H -4.475 0.590 -0.575  0.085
H -2.998 -0.350 -0.774  0.048
H -3.631 0.607 -2.123  0.077
H -3.584 1.690 1.398  0.088
H -2.070 2.594 1.378  0.068
H -2.040 0.829 1.291  0.063
H -4.461 3.037 -0.527  0.081
H -3.539 3.141 -2.026  0.073
H -2.947 3.946 -0.555  0.077
N 1.531 1.952 -1.805  0.051
H 0.857 2.701 -1.661  0.022
H 1.648 1.850 -2.813  0.042
H 2.414 2.230 -1.393  0.070

<S²>: 0.75
gap between HOMO and LUMO (spin up / spin down): 8.13 / 8.08 eV
LUMO (spin up / spin down): 0.38 / 0.33 eV
HOMO energy (spin up / spin down): -7.75 / -7.75 eV
multiplicity: 2
E_tot: -2992.94859 a.u.